No. 1
Molecular formula: C6H10
Method: DFT, ωB97M-V with the def2-TZVPD basis set

Calculated values
ΔE to the lowest compared entry with this formula, charge and spin   62.9 kcal/mol
SMILES   C=C=C(C)CC
Gap between HOMO and LUMO   10.1 eV
Molar mass   82.15 g/mol
Multiplicity   1

The geometry in XYZ format:
```
16
C6H10 | the OMol25 dataset | ωB97M-V with the def2-TZVPD basis set
C -1.2155 -1.2737 2.1147
C -0.8952 -0.5290 1.0888
C -0.1530 0.1362 0.2234
C 1.4198 0.0023 0.8651
C -0.6459 0.9130 -1.0002
C 0.1405 0.4176 -2.2041
H -1.2331 -2.3577 2.0193
H -1.4626 -0.8163 3.0693
H 1.3922 0.8887 1.5030
H 2.4897 -0.0883 0.5004
H 1.3278 -0.9648 1.3583
H -0.4697 1.9883 -0.8532
H -1.7292 0.8166 -1.2074
H 1.2083 0.5243 -1.9973
H -0.0649 -0.6452 -2.3809
H -0.1091 0.9881 -3.0994
```

---

No. 2
Molecular formula: C4H5BrClNS
Method: DFT, ωB97M-V with the def2-TZVPD basis set

Calculated values
ΔE to the lowest compared entry with this formula, charge and spin   22.3 kcal/mol
SMILES   CN1C=C(Br)[C@@H](Cl)S1
Gap between HOMO and LUMO   8.4 eV
Molar mass   214.52 g/mol
Multiplicity   1

The geometry in XYZ format:
```
13
C4H5BrClNS | the OMol25 dataset | ωB97M-V with the def2-TZVPD basis set
C 0.8496 -0.1853 -0.8952
N -0.0859 0.2976 0.2151
C -1.0872 -0.4299 0.6745
C -1.3432 -0.3256 1.9771
Br -2.6372 -1.1830 3.0329
C -0.4449 0.7502 2.6198
Cl 0.3343 0.1779 4.1063
S 0.7424 1.2143 1.3402
H 1.3392 0.7589 -1.0876
H 1.6641 -0.8067 -0.5514
H 0.5238 -0.6055 -1.7723
H -1.5190 -1.2083 0.0289
H -0.8524 1.6992 2.9709
```

---

No. 3
Molecular formula: C23H28CdF9O3
Method: DFT, ωB97M-V with the def2-TZVPD basis set

Calculated values
ΔE to the lowest compared entry with this formula, charge and spin   31.0 kcal/mol
Gap between HOMO and LUMO   5.8 eV
Molar mass   635.87 g/mol
Multiplicity   1
Total charge   -1

The geometry in XYZ format:
```
64
C23H28CdF9O3 | the OMol25 dataset | ωB97M-V with the def2-TZVPD basis set
O -2.8853 -0.8915 -1.3578
C -3.9583 -1.3260 -0.3586
C -5.1254 -0.7939 -1.1578
H -3.8528 -0.8399 0.6138
H -4.0009 -2.4106 -0.2953
C -4.0204 -0.5756 -2.2146
H -5.5354 0.1327 -0.7430
H -5.9062 -1.5119 -1.4090
C -4.1848 0.7915 -2.7910
H -4.2986 1.5438 -2.0069
H -5.0885 0.7302 -3.4119
H -3.3413 1.0197 -3.4320
C -4.1252 -1.6752 -3.2521
H -4.3838 -2.6373 -2.7703
H -3.1787 -1.7563 -3.8229
H -4.9388 -1.3864 -3.9470
Cd 0.0281 -1.1770 -1.8973
C 3.1584 -2.2904 0.1088
C 2.1904 -2.0627 1.1222
C 0.9332 -2.4472 0.6150
H 2.3965 -1.5975 2.0846
C 1.1163 -2.8519 -0.7645
C 2.5269 -2.7743 -1.0299
H 3.0179 -3.0778 -1.9579
H 4.2182 -2.1052 0.2150
H 0.0186 -2.5356 1.1889
H 0.4176 -3.4708 -1.3409
C 2.8030 0.9370 -1.2555
C 2.2361 0.6489 -2.5127
C 0.8267 0.9989 -2.4525
H 2.7988 0.2515 -3.3727
C 0.6582 1.7137 -1.1932
C 1.8183 1.5329 -0.4215
H 2.0090 1.8476 0.6012
H 3.8140 0.7397 -0.9529
H 0.2114 1.1437 -3.3489
H -0.1653 2.3611 -0.9085
O -4.0859 1.8411 0.4985
C -2.6638 1.7342 0.2089
C -2.0282 0.7386 1.2225
H -2.1927 2.7156 0.3596
H -2.4413 1.3770 -0.8263
C -3.0694 0.5543 2.3496
H -1.0576 1.0964 1.5750
H -1.8731 -0.2167 0.7225
C -4.2210 1.4588 1.8939
H -2.6867 0.8942 3.3162
H -3.3631 -0.5001 2.4631
H -4.1644 2.4198 2.4397
H -5.1924 0.9788 2.0505
F 3.6258 -0.1348 4.0882
C 4.7669 -0.2561 3.3654
F 5.8082 0.1576 4.1416
F 4.9409 -1.5726 3.0872
C 4.6469 0.5921 1.9738
O 3.6447 0.1929 1.2971
C 4.5315 2.1901 2.3771
F 5.5781 2.6223 3.1334
F 4.4745 2.9598 1.2579
F 3.3875 2.4053 3.0802
C 6.0500 0.4308 1.1323
F 7.1333 0.8244 1.8553
F 6.2268 -0.8650 0.7765
F 6.0165 1.1638 -0.0102
```

---

No. 4
Molecular formula: C7H15N2O
Method: DFT, ωB97M-V with the def2-TZVPD basis set

Calculated values
ΔE to the lowest compared entry with this formula, charge and spin   100.5 kcal/mol
Gap between HOMO and LUMO (alpha / beta)   8.4 / 6.0 eV
Molar mass   143.21 g/mol
Multiplicity   3
⟨S²⟩   2.0159
Total charge   +1

The geometry in XYZ format:
```
25
C7H15N2O | the OMol25 dataset | ωB97M-V with the def2-TZVPD basis set
C 1.3597 2.3724 -0.3296
C 1.1758 1.2246 0.3485
C -2.1460 0.7674 -0.4185
C -2.6609 -1.5673 0.3605
C -0.2765 -0.8211 0.1940
C 0.9348 -0.0772 -0.2785
C -1.6823 -0.7074 -0.5039
N 3.3878 -0.0730 0.2442
N 2.4275 -0.9258 0.1757
O 2.3278 -2.1229 0.1588
H 1.5358 3.2823 0.1464
H 1.3654 2.5342 -1.4252
H 1.0159 1.3250 1.3919
H -2.6669 0.9393 0.6085
H -2.7468 0.9549 -1.1918
H -1.1892 1.2720 -0.4366
H -2.3041 -1.6270 1.3714
H -2.6930 -2.4600 -0.1721
H -3.6418 -1.1666 0.3666
H 0.0670 -1.9195 0.4237
H -0.3798 -0.5275 1.1596
H 0.9439 0.0295 -1.4396
H -1.5318 -1.2177 -1.5719
H 3.0647 0.8640 0.3136
H 4.3129 -0.3526 0.5043
```

---

No. 5
Molecular formula: C18H28N2O3S
Method: DFT, ωB97M-V with the def2-TZVPD basis set

Calculated values
ΔE to the lowest compared entry with this formula, charge and spin   13.8 kcal/mol
SMILES   CN(C)S(=O)(=O)c1cccc(NC(=O)CCCC2CCCCC2)c1
Gap between HOMO and LUMO   9.4 eV
Molar mass   352.50 g/mol
Multiplicity   1

The geometry in XYZ format:
```
52
C18H28N2O3S | the OMol25 dataset | ωB97M-V with the def2-TZVPD basis set
C 4.5232 -1.0786 -5.0717
N 3.8760 -0.9532 -3.7840
C 2.9011 0.1089 -3.7086
S 3.2315 -2.4096 -3.2143
O 1.8931 -2.6117 -3.7033
O 4.1995 -3.4363 -3.4595
C 3.1594 -2.0678 -1.4595
C 4.3263 -1.7609 -0.7872
C 4.2563 -1.4971 0.5712
C 3.0458 -1.5444 1.2416
C 1.8747 -1.8627 0.5546
N 0.6259 -1.9387 1.1671
C 0.2814 -1.6425 2.4597
O 1.0631 -1.2601 3.2987
C -1.2006 -1.8085 2.7348
C -1.9208 -0.4576 2.6113
C -1.9236 0.0687 1.1768
C -2.7153 1.3672 0.9633
C -4.2120 1.2050 1.2336
C -4.9557 2.4886 0.8741
C -4.4066 3.6654 1.6750
C -2.9079 3.8218 1.4358
C -2.1739 2.5319 1.7931
C 1.9438 -2.1232 -0.8152
H 5.1115 -1.9925 -5.0495
H 3.8000 -1.1363 -5.8932
H 5.1794 -0.2218 -5.2265
H 2.5159 0.1450 -2.6911
H 2.0656 -0.0560 -4.3987
H 3.3853 1.0563 -3.9429
H 5.2555 -1.7376 -1.3313
H 5.1531 -1.2536 1.1198
H 2.9962 -1.3382 2.2979
H -0.1218 -2.2206 0.5481
H -1.6489 -2.5383 2.0587
H -1.3048 -2.1669 3.7599
H -1.4227 0.2554 3.2685
H -2.9464 -0.5867 2.9584
H -0.8921 0.2481 0.8623
H -2.3473 -0.6972 0.5196
H -2.5988 1.6314 -0.0957
H -4.6078 0.3708 0.6495
H -4.3773 0.9870 2.2902
H -6.0224 2.3676 1.0746
H -4.8375 2.6900 -0.1933
H -4.9268 4.5829 1.3924
H -4.5862 3.4933 2.7388
H -2.5199 4.6475 2.0359
H -2.7317 4.0614 0.3844
H -1.1030 2.6500 1.6133
H -2.3175 2.3267 2.8551
H 1.0658 -2.3723 -1.3925
```

---

No. 6
Molecular formula: C8H23INO5
Method: DFT, ωB97M-V with the def2-TZVPD basis set

Calculated values
ΔE to the lowest compared entry with this formula, charge and spin   0.0 kcal/mol
Gap between HOMO and LUMO   8.0 eV
Molar mass   340.18 g/mol
Multiplicity   1
Total charge   -1

The geometry in XYZ format:
```
38
C8H23INO5 | the OMol25 dataset | ωB97M-V with the def2-TZVPD basis set
I -2.5884 0.1755 0.7203
C 1.4255 0.4835 -0.2123
C 1.6873 1.4645 0.9117
C 2.8653 2.3830 0.5704
O 4.1162 1.7280 0.3864
C 4.6260 1.1837 1.5690
N 0.5236 2.3436 1.0924
H 0.5379 -0.1149 0.0015
H 2.2827 -0.1775 -0.3671
H 1.2513 0.9863 -1.1679
H 1.8934 0.8858 1.8212
H 2.9842 3.1618 1.3405
H 2.6018 2.8743 -0.3658
H 4.0226 0.3525 1.9438
H 4.7178 1.9556 2.3484
H 5.6302 0.8113 1.3513
H -0.3325 1.7866 1.0482
H 0.5195 2.7026 2.0441
C -2.8546 -0.1176 -3.3631
C -3.9419 0.9591 -3.2523
O -4.0001 1.8148 -4.3950
O -1.6486 0.2238 -2.7185
H -2.6140 -0.2235 -4.4249
H -3.2575 -1.0754 -3.0137
H -3.7792 1.5467 -2.3440
H -4.9234 0.4890 -3.1720
H -3.1232 2.1982 -4.4973
H -1.8239 0.2611 -1.7622
C 0.0626 -2.9435 2.1291
C -0.9532 -3.9206 1.5943
O -1.6941 -3.3932 0.5125
O -0.5492 -1.8983 2.8638
H 0.6567 -2.5609 1.2909
H 0.7568 -3.4582 2.8051
H -1.6012 -4.2512 2.4172
H -0.4378 -4.8115 1.2188
H -2.2080 -2.6296 0.8171
H -0.8308 -1.1953 2.2582
```